This record from the OMol25 dataset describes a cluster of 10 separate species, C35H65O10S in total in a non-equilibrium geometry. The level of theory is wB97M-V/def2-TZVPD.

```
111
Properties=species:S:1:pos:R:3:forces:R:3:lowdin_charge:R:1
C 1.839 3.747 -1.581 -0.6 -0.4 0.0 -0.0359
C 0.677 3.080 -0.885 0.5 0.2 -0.4 -0.2407
C 0.722 1.720 -0.579 -0.8 0.4 0.3 -0.0072
C -0.348 1.127 0.090 0.3 -0.3 -0.1 -0.0383
C -1.455 1.861 0.472 0.1 0.4 -0.2 -0.0534
C -1.490 3.213 0.144 0.0 0.3 -0.1 -0.3029
C -2.695 4.047 0.525 1.2 -0.7 0.2 -0.2812
S -4.126 3.577 -0.493 -0.6 1.1 -0.3 1.1596
O -3.570 2.398 -1.399 -0.1 -0.4 0.3 -0.2973
C -0.442 3.832 -0.536 -0.3 -0.8 0.3 0.0031
H 2.380 3.027 -2.185 0.2 0.0 0.2 0.0523
H 2.480 4.185 -0.822 0.3 0.1 -0.1 0.0836
H 1.484 4.516 -2.261 0.0 0.2 0.0 0.0861
H 1.572 1.117 -0.856 0.2 0.0 -0.1 0.1177
H -0.303 0.071 0.309 -0.1 -0.1 0.1 0.1014
H -2.289 1.403 0.987 0.1 -0.3 0.1 0.0980
H -2.491 5.091 0.319 -0.3 0.2 -0.1 0.0929
H -2.880 3.896 1.585 -0.6 0.0 0.0 0.1070
H -4.959 2.993 0.403 0.4 -0.4 0.1 0.0368
H -4.164 2.276 -2.159 0.1 0.1 -0.1 0.1052
H -0.499 4.883 -0.779 0.1 0.1 -0.1 0.1227
C 6.224 1.629 -3.417 -0.3 -0.1 0.1 -0.0178
C 5.438 2.914 -3.477 0.0 0.1 -0.2 -0.5083
O 4.229 2.921 -3.374 0.1 -0.1 -0.1 0.0327
C 6.216 4.187 -3.669 -0.2 0.1 0.0 -0.0117
H 5.543 0.793 -3.273 0.0 0.0 0.0 0.0828
H 6.773 1.482 -4.348 0.1 0.1 0.1 0.0886
H 6.928 1.662 -2.583 0.1 0.0 -0.1 0.0860
H 6.764 4.152 -4.612 0.1 0.0 0.1 0.0893
H 6.918 4.323 -2.843 0.1 0.0 -0.1 0.0835
H 5.530 5.031 -3.690 0.0 0.0 0.0 0.0859
C -4.047 -1.952 0.184 0.3 0.4 0.3 -0.0288
C -3.158 -1.833 1.394 0.0 0.0 0.0 -0.4830
O -2.856 -0.750 1.860 0.0 0.1 -0.1 0.0280
C -2.660 -3.115 1.993 0.2 0.1 0.1 -0.0132
H -4.336 -0.956 -0.152 0.0 0.0 0.0 0.0704
H -3.517 -2.460 -0.621 -0.1 -0.2 0.0 0.0931
H -4.943 -2.515 0.429 0.0 -0.2 -0.1 0.0742
H -2.072 -3.661 1.247 -0.2 0.0 0.1 0.0523
H -3.502 -3.731 2.314 0.0 -0.1 -0.1 0.0937
H -2.032 -2.894 2.854 0.0 0.0 0.0 0.0855
C 1.354 -5.813 -0.041 -0.3 -0.1 0.0 -0.0171
C 0.559 -4.535 -0.069 0.0 0.0 0.0 -0.4844
O -0.649 -4.533 0.016 0.1 0.0 -0.1 0.0474
C 1.339 -3.250 -0.208 -0.2 0.1 0.0 -0.0147
H 0.677 -6.658 0.062 0.0 0.0 0.0 0.0828
H 1.921 -5.923 -0.966 0.2 0.0 0.1 0.0923
H 2.045 -5.807 0.803 0.1 0.0 -0.1 0.0887
H 1.905 -3.256 -1.140 0.1 0.0 0.1 0.0883
H 2.029 -3.140 0.629 0.1 0.0 -0.1 0.0899
H 0.649 -2.408 -0.215 0.0 0.0 0.0 0.0654
C 6.622 3.105 2.031 0.1 0.2 -0.2 -0.0256
C 6.212 3.546 0.649 0.0 0.0 0.0 -0.4907
O 6.742 4.480 0.092 0.0 0.0 0.0 0.0710
C 5.107 2.766 -0.023 0.1 0.2 -0.1 -0.0170
H 7.420 3.750 2.388 0.0 0.0 0.0 0.0711
H 5.773 3.179 2.713 0.0 -0.2 0.0 0.0937
H 6.980 2.074 2.010 -0.1 -0.1 0.1 0.0842
H 4.193 2.821 0.571 0.0 -0.2 0.1 0.0837
H 5.406 1.722 -0.136 -0.1 0.0 0.1 0.0931
H 4.919 3.194 -1.004 -0.1 0.0 0.1 0.0517
C 8.326 0.592 6.551 -0.1 -0.2 -0.1 -0.0231
C 8.209 1.185 5.169 0.0 0.0 0.0 -0.4993
O 7.673 0.586 4.264 0.0 0.0 0.0 0.0609
C 8.788 2.564 4.962 -0.1 -0.1 -0.1 -0.0169
H 7.872 -0.396 6.561 0.0 0.0 0.0 0.0814
H 9.377 0.504 6.831 0.0 0.1 0.1 0.0869
H 7.815 1.228 7.275 0.1 0.1 0.0 0.0858
H 9.858 2.557 5.176 0.0 0.1 0.1 0.0899
H 8.293 3.280 5.619 0.1 0.0 0.1 0.0909
H 8.637 2.862 3.930 0.0 0.0 0.0 0.0507
C -6.424 -1.623 -3.449 0.6 -0.1 0.4 -0.0335
C -6.924 -2.508 -2.333 -0.1 -0.1 0.0 -0.4789
O -6.177 -2.946 -1.486 -0.1 0.0 -0.2 0.0478
C -8.398 -2.823 -2.322 0.1 -0.2 0.3 -0.0199
H -5.349 -1.479 -3.334 0.0 -0.1 0.1 0.0761
H -6.622 -2.088 -4.409 -0.2 0.1 -0.1 0.0720
H -6.925 -0.657 -3.411 -0.2 -0.1 -0.2 0.0739
H -8.675 -3.335 -3.244 -0.1 0.2 -0.1 0.0832
H -8.977 -1.903 -2.241 0.0 0.0 -0.2 0.0855
H -8.623 -3.465 -1.473 0.0 0.0 0.0 0.0822
C 4.120 -9.637 2.707 0.1 0.2 0.0 -0.0244
C 3.733 -9.151 1.332 0.0 0.0 0.0 -0.5084
O 4.255 -8.182 0.832 -0.1 0.0 0.0 0.0588
C 2.663 -9.934 0.608 0.0 0.2 -0.2 -0.0260
H 4.895 -8.991 3.114 0.0 0.0 0.0 0.0814
H 3.253 -9.616 3.369 0.0 -0.1 0.0 0.0850
H 4.501 -10.657 2.650 -0.1 -0.1 0.1 0.0862
H 1.738 -9.925 1.186 0.0 -0.1 0.0 0.0847
H 2.986 -10.967 0.467 -0.1 0.0 0.1 0.0856
H 2.480 -9.484 -0.365 0.0 0.0 0.0 0.0780
C -3.553 6.667 3.826 -0.1 0.2 0.0 -0.0270
C -2.652 6.806 5.036 0.0 0.0 0.0 -0.5048
O -2.423 7.885 5.521 0.0 0.0 0.0 0.0876
C -2.061 5.536 5.599 0.1 0.2 0.1 -0.0228
H -3.908 7.651 3.526 0.0 0.0 0.0 0.0831
H -2.997 6.223 2.997 0.0 -0.1 0.0 0.0596
H -4.412 6.039 4.069 0.1 -0.1 -0.1 0.0834
H -1.447 5.040 4.845 -0.1 -0.1 0.0 0.0805
H -2.857 4.859 5.915 0.0 -0.1 -0.1 0.0854
H -1.440 5.776 6.458 0.0 0.0 0.0 0.0846
C -10.236 0.050 -6.471 0.1 0.1 0.2 -0.0182
C -9.358 -1.140 -6.177 0.0 0.0 0.0 -0.4800
O -8.723 -1.221 -5.147 -0.2 0.0 -0.2 0.0413
C -9.305 -2.225 -7.221 0.2 -0.1 0.2 -0.0145
H -10.185 0.753 -5.643 0.0 0.0 0.0 0.0804
H -9.900 0.546 -7.383 -0.1 -0.1 -0.1 0.0880
H -11.270 -0.273 -6.601 0.0 0.0 -0.1 0.0893
H -8.931 -1.820 -8.163 -0.1 0.0 -0.1 0.0890
H -10.302 -2.638 -7.382 0.0 0.1 -0.1 0.0899
H -8.641 -3.020 -6.889 0.0 0.0 0.0 0.0821
```
Forces are in eV/Å.

Computed properties:
Net charge = +1
Lowest unoccupied orbital energy = -3.80 eV
E_tot = -68651.3373 eV
Multiplicity = 1
Frontier orbital gap = 7.1 eV
Molecular weight = 677.96 g mol⁻¹
Strongest force on any atom = 1.42 eV Å⁻¹

This record from the OMol25 dataset describes a cluster of 8 separate species, C34H71F3N2O10P2S7 in total in a non-equilibrium geometry. The level of theory is wB97M-V/def2-TZVPD.

```
129
Properties=species:S:1:pos:R:3:forces:R:3:lowdin_charge:R:1
C 5.877 0.469 2.959 -1.1 -0.1 0.4 -0.1154
O 6.509 -0.219 1.823 -1.5 -0.7 0.0 -0.2774
C 5.580 -1.230 1.254 -1.4 -0.5 1.0 -0.1508
C 4.114 -0.565 0.799 -1.1 0.0 0.1 -0.0892
N 2.896 -1.158 1.450 1.2 6.0 -5.1 0.1220
C 1.706 -0.391 0.943 -2.2 -0.1 0.2 -0.1022
C 0.221 -0.879 1.540 -1.9 1.5 -1.0 -0.0913
C 0.142 -2.180 2.588 -0.2 1.6 -1.0 -0.1908
C 0.082 -3.517 1.640 1.1 0.2 -0.6 -0.1848
C -1.228 -3.595 0.646 -0.7 -0.7 0.3 -0.3628
C -2.587 -3.588 1.584 0.3 -0.6 -0.1 -0.1052
C -1.221 -4.975 -0.274 0.6 0.1 -0.5 -0.1178
C -1.211 -0.182 1.152 5.5 0.8 -1.2 -0.0047
C -1.173 1.091 0.116 3.2 -1.6 1.5 -0.3168
P -2.880 1.919 -0.274 0.2 0.3 0.1 0.8496
C -4.294 0.905 0.575 -0.6 -0.7 1.0 -0.3422
C -2.789 3.602 0.689 0.1 1.0 1.4 -0.3172
C 0.272 1.629 -0.533 -1.1 -4.1 2.2 -0.2793
P 0.146 3.124 -1.712 0.5 0.8 -0.3 0.8486
C -1.050 2.634 -3.170 0.0 -0.3 0.3 -0.3292
O 1.644 3.496 -2.513 -1.6 -1.8 -0.5 -0.4077
C 1.684 0.851 -0.110 0.2 -0.1 0.1 -0.1257
N 2.945 1.353 -0.752 1.2 -4.5 3.9 0.0869
C 4.184 0.640 -0.292 -3.6 -0.5 0.5 -0.0777
C 5.625 1.148 -0.956 -2.3 2.0 1.0 -0.1084
O 6.401 0.064 -1.578 -1.7 0.6 -3.9 -0.0432
C 6.084 -0.106 -3.005 1.3 -1.8 -0.3 -0.2285
F 4.680 -0.585 -3.257 4.8 2.2 0.7 0.0233
F 6.963 -1.237 -3.488 -3.1 3.9 1.7 0.0109
F 6.458 1.065 -3.860 -1.8 -3.9 3.0 0.0297
H 6.636 0.743 3.814 -1.2 -0.6 -2.1 0.1038
H 5.318 1.410 2.533 1.1 -1.6 1.0 0.0977
H 5.076 -0.245 3.438 1.5 1.4 -0.8 0.0990
H 5.398 -2.015 2.134 -0.1 1.6 -2.0 0.1390
H 6.020 -1.831 0.352 -0.4 1.7 1.7 0.1332
H 1.091 -2.097 3.271 -1.7 -0.6 -1.4 0.1034
H -0.812 -2.051 3.292 2.1 -0.3 -1.8 0.0993
H 0.213 -4.474 2.330 -0.6 1.9 -1.5 0.1209
H 1.041 -3.468 0.933 -1.9 -0.2 1.6 0.1202
H -1.265 -2.689 -0.125 0.3 -1.9 1.9 0.1281
H -3.262 -2.679 1.261 1.1 -1.9 0.8 0.0650
H -2.308 -3.572 2.734 -0.8 0.3 -2.7 0.0374
H -3.138 -4.627 1.409 0.9 2.4 0.3 0.0791
H -2.301 -5.372 -0.524 2.0 1.0 0.7 0.0709
H -0.702 -4.755 -1.321 -0.9 -0.6 2.3 0.0681
H -0.629 -5.857 0.256 -1.2 1.9 -1.1 0.0870
H -2.191 -0.602 1.646 2.2 1.0 -1.2 0.0886
H -4.188 0.893 1.752 -0.2 -0.1 -2.3 0.0573
H -5.336 1.392 0.314 2.4 -0.7 0.4 0.0238
H -4.342 -0.206 0.171 0.4 2.3 0.8 0.0489
H -2.983 4.537 -0.010 0.6 -2.2 1.3 0.0201
H -1.749 3.741 1.243 -2.2 -0.4 -1.3 0.0479
H -3.620 3.637 1.530 1.6 -0.2 -1.7 0.0567
H -1.302 1.501 -3.017 0.2 2.2 -0.7 0.0335
H -0.490 2.873 -4.178 -1.2 -0.6 1.9 0.0447
H -2.007 3.328 -3.023 2.1 -1.7 -0.5 0.0389
H 1.809 2.924 -3.319 -0.2 0.7 1.5 0.0526
H 5.381 2.015 -1.739 0.4 -2.1 1.6 0.1525
H 6.196 1.689 -0.067 -0.6 -1.8 -2.1 0.1486
C 9.133 -1.798 4.023 0.0 0.1 -0.1 -0.2692
S 8.379 -2.356 5.570 -0.3 0.3 0.0 0.8081
O 7.100 -1.593 5.750 0.7 -0.2 -0.1 -0.5677
C 9.615 -1.612 6.663 0.0 0.1 0.1 -0.2753
H 8.502 -2.121 3.193 0.0 0.0 0.2 0.0446
H 9.210 -0.708 4.016 -0.1 -0.1 0.1 0.0570
H 10.124 -2.245 3.917 -0.1 0.0 0.1 0.0517
H 9.662 -0.534 6.496 -0.1 -0.1 -0.1 0.0563
H 10.590 -2.065 6.473 -0.1 0.0 0.0 0.0508
H 9.323 -1.805 7.698 -0.1 0.0 -0.2 0.0494
C -1.795 -3.474 7.231 -0.1 0.1 0.0 -0.2657
S -0.983 -4.130 5.753 -0.2 0.0 -0.2 0.8389
O -1.764 -3.658 4.562 0.2 -0.4 1.1 -0.5793
C -1.427 -5.859 6.044 -0.1 -0.1 -0.1 -0.2637
H -1.677 -2.388 7.238 0.1 -0.2 -0.1 0.0528
H -2.859 -3.722 7.215 0.1 0.0 -0.1 0.0587
H -1.325 -3.893 8.123 0.0 0.0 -0.1 0.0521
H -2.513 -5.963 6.099 0.1 0.1 0.0 0.0590
H -0.969 -6.203 6.973 0.0 0.1 -0.1 0.0525
H -1.049 -6.459 5.212 0.0 0.2 0.1 0.0526
C -5.513 5.885 -0.797 0.1 0.0 -0.1 -0.2531
S -6.567 4.705 0.080 0.1 -0.1 -0.2 0.8211
O -6.138 3.326 -0.330 -0.2 0.6 -0.1 -0.5827
C -8.083 5.094 -0.827 -0.1 -0.1 -0.1 -0.2624
H -4.494 5.790 -0.415 -0.3 0.0 0.0 0.0171
H -5.520 5.670 -1.868 -0.1 0.0 0.1 0.0565
H -5.872 6.900 -0.616 0.0 -0.1 0.0 0.0592
H -7.934 4.926 -1.895 0.1 0.1 0.1 0.0217
H -8.361 6.134 -0.644 0.1 -0.1 0.0 0.0588
H -8.880 4.440 -0.466 0.2 0.0 0.1 0.0511
C 1.602 -3.395 -4.507 -0.1 0.0 0.1 -0.2679
S 2.148 -5.043 -3.999 -0.2 0.1 0.4 0.8116
O 1.499 -5.347 -2.681 0.4 0.2 -0.6 -0.5660
C 3.865 -4.579 -3.665 0.1 0.0 0.1 -0.2753
H 0.533 -3.438 -4.731 0.1 -0.1 0.1 0.0178
H 1.773 -2.678 -3.700 0.0 -0.1 0.0 0.0595
H 2.145 -3.089 -5.403 0.0 -0.1 0.0 0.0505
H 3.899 -3.791 -2.909 -0.1 0.0 0.0 0.0501
H 4.337 -4.235 -4.588 -0.1 0.0 0.0 0.0498
H 4.396 -5.458 -3.294 -0.2 0.1 -0.1 0.0470
C -1.048 -1.402 -7.831 0.0 -0.1 -0.1 -0.2710
S -1.707 -1.158 -6.164 0.0 -0.4 0.2 0.8090
O -1.477 -2.428 -5.398 -0.2 0.6 -0.5 -0.5573
C -3.449 -1.126 -6.652 -0.1 -0.1 0.0 -0.2697
H 0.039 -1.490 -7.764 -0.2 0.0 0.1 0.0475
H -1.458 -2.316 -8.266 0.0 0.0 0.1 0.0581
H -1.302 -0.542 -8.454 0.0 0.0 0.1 0.0512
H -3.714 -2.057 -7.158 0.1 0.0 0.1 0.0573
H -3.628 -0.275 -7.312 0.1 0.0 0.1 0.0507
H -4.059 -1.018 -5.752 0.2 0.0 -0.1 0.0524
C -8.421 4.512 -4.829 -0.1 0.0 0.1 -0.2733
S -7.521 6.052 -5.125 -0.1 0.2 0.3 0.8109
O -7.623 6.881 -3.878 -0.1 -0.4 -0.5 -0.5674
C -8.693 6.730 -6.325 -0.1 0.1 0.0 -0.2716
H -7.884 3.936 -4.071 0.0 0.1 -0.1 0.0439
H -9.429 4.730 -4.469 0.1 0.1 0.0 0.0608
H -8.470 3.933 -5.754 0.1 0.1 0.0 0.0531
H -9.684 6.814 -5.874 0.1 0.0 0.1 0.0578
H -8.732 6.081 -7.203 0.1 0.0 0.1 0.0518
H -8.347 7.721 -6.626 0.1 -0.2 0.1 0.0509
C 1.914 3.614 4.582 0.0 0.1 0.1 -0.2727
S 0.986 2.594 3.411 -0.4 -0.2 0.0 0.7926
O -0.470 2.744 3.738 0.7 0.0 0.0 -0.5631
C 1.531 1.001 4.074 -0.1 0.0 0.2 -0.2562
H 1.694 4.664 4.378 0.0 -0.2 -0.1 0.0490
H 1.616 3.375 5.605 0.0 0.0 -0.1 0.0550
H 2.984 3.439 4.452 -0.1 0.0 -0.1 0.0471
H 1.256 0.920 5.128 0.0 0.1 0.0 0.0617
H 2.613 0.908 3.959 0.0 0.0 -0.1 0.0434
H 1.039 0.205 3.510 0.1 0.3 0.1 0.0011
```
Forces are in eV/Å.

Computed properties:
Lowest unoccupied orbital energy = -0.79 eV
E_tot = -162418.5579 eV
Multiplicity = 1
Frontier orbital gap = 6.1 eV
Molecular weight = 1011.36 g mol⁻¹
Strongest force on any atom = 7.94 eV Å⁻¹